[1]
ORCA calculation (ωB97M-V/def2-TZVPD) on C20H22N2PPdSbSe4 as an isolated structure.

Structure (XYZ):
```
51
C20H22N2PPdSbSe4 ωB97M-V/def2-TZVPD
Pd -1.185 2.186 0.167
C -3.794 0.788 -1.120
N -3.013 1.069 0.098
C -2.961 0.189 1.028
C -2.139 0.457 2.178
C -1.852 -0.338 3.287
C -0.911 0.392 4.038
C -0.666 1.564 3.321
N -1.400 1.610 2.197
C -3.626 -0.605 -1.668
C -4.573 -1.593 -1.429
C -4.420 -2.866 -1.962
C -3.318 -3.157 -2.751
C -2.366 -2.175 -2.997
C -2.516 -0.912 -2.451
H -3.497 1.513 -1.875
H -4.851 0.979 -0.908
H -3.457 -0.783 1.010
H -2.268 -1.311 3.503
H -0.466 0.122 4.985
H 0.016 2.365 3.566
H -5.453 -1.353 -0.841
H -5.174 -3.623 -1.781
H -3.211 -4.139 -3.197
H -1.528 -2.380 -3.650
H -1.777 -0.141 -2.646
Se -2.079 -0.851 -7.018
Sb -2.601 1.230 -5.930
Se -0.609 2.630 -2.126
Se 0.926 3.192 -0.479
Se -4.869 1.232 -5.147
C 2.951 -0.383 3.258
P 2.523 0.851 1.943
C 1.382 -0.201 0.975
C 4.075 0.715 0.962
C 4.111 0.302 -0.368
C 5.310 0.266 -1.070
C 6.496 0.638 -0.457
C 6.473 1.065 0.866
C 5.274 1.112 1.558
H 3.734 0.004 3.910
H 3.277 -1.334 2.830
H 2.052 -0.549 3.856
H 1.811 -1.190 0.788
H 1.117 0.292 0.040
H 0.465 -0.312 1.559
H 3.193 0.027 -0.871
H 5.311 -0.048 -2.107
H 7.429 0.610 -1.007
H 7.391 1.374 1.353
H 5.264 1.472 2.582
```

Computed properties:
E_tot: -304772.880 eV
total charge: -2
orbital gap: 5.747 eV

***

[2]
ORCA calculation (ωB97M-V/def2-TZVPD) on C28H24N4O4PRe as an isolated structure.

Structure (XYZ):
```
62
C28H24N4O4PRe ωB97M-V/def2-TZVPD
Re -1.726 1.407 0.286
N -3.872 -0.032 0.715
C -3.194 -1.148 0.126
C -3.598 -2.344 -0.238
C -2.851 -3.402 -0.946
C -1.605 -3.454 -1.423
C -0.519 -2.442 -1.349
C -0.674 -1.220 -0.437
P 0.175 0.485 -0.849
C -0.164 0.747 -2.591
C -1.105 0.032 -3.334
C -1.335 0.377 -4.658
C -0.645 1.435 -5.233
C 0.275 2.165 -4.488
C 0.520 1.826 -3.167
C 1.926 0.269 -0.623
C 2.544 0.653 0.570
C 3.896 0.407 0.744
C 4.618 -0.231 -0.257
C 4.002 -0.614 -1.445
C 2.655 -0.357 -1.642
H -4.714 0.217 0.202
H -4.137 -0.205 1.682
H -4.629 -2.577 0.004
H -3.444 -4.293 -1.115
H -1.288 -4.370 -1.911
H -0.041 -2.270 -2.309
H -1.667 -0.787 -2.898
H -2.052 -0.183 -5.245
H -0.822 1.693 -6.270
H 0.808 2.991 -4.940
H 1.261 2.377 -2.596
H 1.976 1.159 1.344
H 4.391 0.726 1.653
H 5.676 -0.418 -0.120
H 4.576 -1.097 -2.225
H 2.190 -0.609 -2.589
O 0.519 -2.903 -0.347
C 0.179 -2.018 0.526
O -1.913 -0.635 -0.110
C 0.668 -1.960 1.835
C 0.142 -1.023 2.747
C 0.621 -0.981 4.033
C 1.621 -1.880 4.384
C 2.153 -2.821 3.519
C 1.671 -2.865 2.232
N 2.151 -1.826 5.776
O 2.771 -2.792 6.147
O 1.846 -0.848 6.422
H -0.643 -0.341 2.451
H 0.255 -0.284 4.773
H 2.919 -3.500 3.869
H 2.065 -3.586 1.525
N -2.247 5.437 1.184
C -0.939 5.549 0.759
C -0.552 4.301 0.421
N -1.617 3.429 0.643
C -2.629 4.170 1.108
H -2.822 6.202 1.510
H -0.410 6.487 0.737
H 0.398 3.963 0.045
H -3.610 3.815 1.383
```

Computed properties:
2S+1: 4
E_tot: -54960.947 eV
total charge: +3
orbital gap (alpha / beta): 6.844 / 6.378 eV

***

[3]
ORCA calculation (ωB97M-V/def2-TZVPD) on C36H35As2HgN6O2 as an isolated structure.

Structure (XYZ):
```
82
C36H35As2HgN6O2 ωB97M-V/def2-TZVPD
Hg 0.176 1.293 -0.407
O -3.205 0.511 5.531
C -2.633 1.583 5.248
O -2.232 2.507 5.975
C -2.339 1.762 3.741
C -1.553 2.789 3.280
C -1.123 2.806 1.934
N -1.543 1.834 1.080
C -2.367 0.865 1.524
C -2.779 0.786 2.826
C -2.792 -0.140 0.503
C -3.936 -0.925 0.667
C -4.274 -1.842 -0.306
C -3.482 -1.945 -1.450
C -2.381 -1.119 -1.539
N -2.032 -0.256 -0.590
C -0.155 3.733 1.425
C 0.263 4.882 2.141
C 1.193 5.730 1.616
C 1.746 5.448 0.336
C 1.326 4.324 -0.310
N 0.406 3.470 0.190
H -1.207 3.509 4.007
H -3.396 -0.010 3.223
H -4.553 -0.798 1.546
H -5.153 -2.463 -0.189
H -3.715 -2.644 -2.242
H -1.742 -1.139 -2.418
H -0.181 5.091 3.103
H 1.496 6.612 2.164
H 2.467 6.105 -0.129
H 1.719 4.066 -1.289
C 1.072 0.383 3.087
As 1.150 -0.437 1.343
C 2.975 -1.118 1.378
C 0.028 -2.008 1.565
C -0.756 -2.108 2.713
C -1.599 -3.193 2.895
C -1.649 -4.196 1.937
C -0.863 -4.101 0.797
C -0.032 -3.006 0.587
As 1.091 -2.857 -1.013
C 2.310 -4.337 -0.603
C 0.018 -3.796 -2.356
H 1.401 -0.318 3.853
H 0.065 0.733 3.306
H 1.731 1.252 3.071
H 3.063 -1.931 2.097
H 3.608 -0.287 1.689
H 3.284 -1.448 0.388
H -0.739 -1.331 3.466
H -2.209 -3.248 3.787
H -2.293 -5.054 2.078
H -0.906 -4.899 0.066
H 1.753 -5.240 -0.350
H 2.937 -4.057 0.242
H 2.949 -4.532 -1.464
H -0.372 -4.747 -2.000
H 0.669 -3.989 -3.210
H -0.807 -3.170 -2.687
N 1.428 -0.065 -3.460
C 0.203 0.565 -3.650
C -0.448 0.358 -4.875
C -1.676 0.937 -5.089
C -2.240 1.726 -4.089
C -1.548 1.864 -2.911
N -0.355 1.286 -2.682
C 2.538 0.299 -2.697
C 3.722 -0.428 -2.894
C 4.835 -0.085 -2.163
C 4.757 0.968 -1.252
C 3.548 1.615 -1.124
N 2.459 1.293 -1.833
H 1.641 -0.741 -4.174
H 0.028 -0.241 -5.642
H -2.189 0.787 -6.030
H -3.197 2.210 -4.217
H -1.950 2.433 -2.081
H 3.755 -1.238 -3.612
H 5.762 -0.625 -2.302
H 5.609 1.267 -0.659
H 3.417 2.430 -0.419
```

Computed properties:
2S+1: 2
E_tot: -176786.765 eV
orbital gap (alpha / beta): 4.299 / 6.711 eV

***

[4]
ORCA calculation (ωB97M-V/def2-TZVPD) on a 2-piece molecular cluster, C3H8ClNS overall.

Structure (XYZ):
```
14
C3H8ClNS ωB97M-V/def2-TZVPD
C -1.033 1.030 0.738
N -0.319 -0.071 0.219
C -0.510 -0.362 -1.195
C 0.473 -0.806 0.920
S 1.329 -2.083 0.239
H -0.567 1.973 0.282
H -2.052 0.934 0.494
H -0.954 1.054 1.897
H -0.542 -1.552 -1.191
H -1.368 0.224 -1.592
H 0.326 -0.051 -1.751
H 0.563 -0.875 2.043
Cl 2.396 0.938 -0.748
H 2.258 -0.354 -0.354
```

Computed properties:
E_tot: -28087.549 eV
SMILES: CN(C)C=S.Cl
orbital gap: 9.192 eV

***

[5]
ORCA calculation (ωB97M-V/def2-TZVPD) on C21H10AuN4O13S2 as an isolated structure.

Structure (XYZ):
```
51
C21H10AuN4O13S2 ωB97M-V/def2-TZVPD
Au -0.609 0.024 -0.142
O 2.505 2.198 -1.535
C 1.579 1.438 -1.716
O 0.358 1.540 -1.509
C 1.980 0.106 -2.438
C 2.763 0.217 -3.557
C 3.130 -0.923 -4.277
C 2.717 -2.176 -3.829
C 1.926 -2.267 -2.718
C 1.489 -1.138 -1.954
O 0.765 -1.345 -0.931
N 1.467 -3.583 -2.295
O 0.332 -3.879 -2.567
O 2.274 -4.286 -1.736
N 3.906 -0.818 -5.464
O 4.192 -1.853 -6.042
O 4.234 0.290 -5.844
H 3.107 1.183 -3.898
H 3.004 -3.065 -4.372
O 0.316 1.113 1.840
C -0.460 1.492 2.699
C -1.855 1.839 2.589
C -2.484 2.281 3.753
C -3.795 2.707 3.752
C -4.526 2.727 2.548
C -3.955 2.263 1.408
C -2.613 1.764 1.365
O -2.198 1.304 0.261
N -4.398 3.112 4.972
O -5.484 3.659 4.932
O -3.800 2.875 6.012
H -0.069 1.603 3.730
H -1.936 2.300 4.685
H -5.548 3.071 2.552
H -4.521 2.219 0.494
O -5.844 -2.229 2.683
S -5.113 -1.006 2.524
O -5.857 0.147 2.115
N -3.792 -1.268 1.524
C -2.719 -1.328 2.221
S -1.183 -1.742 1.570
C -2.834 -1.051 3.666
C -1.840 -1.047 4.633
C -2.182 -0.656 5.920
C -3.478 -0.271 6.237
C -4.482 -0.316 5.275
C -4.136 -0.715 4.007
H -0.836 -1.346 4.375
H -1.427 -0.645 6.692
H -3.710 0.067 7.235
H -5.498 -0.036 5.504
```

Computed properties:
E_tot: -79872.085 eV
total charge: -1
orbital gap: 5.553 eV

***

[6]
ORCA calculation (ωB97M-V/def2-TZVPD) on a 2-piece molecular cluster, C30H35N2 overall.

Structure (XYZ):
```
67
C30H35N2 ωB97M-V/def2-TZVPD
C 3.882 0.017 3.050
C 3.549 -1.251 2.561
C 2.210 -1.590 2.338
C 1.220 -0.628 2.558
C -0.242 -0.921 2.288
C -1.067 -1.084 3.590
C -2.413 -0.395 3.313
C -2.238 0.367 1.999
N -0.840 0.191 1.571
C 1.544 0.631 3.074
C 2.880 0.958 3.317
H 4.925 0.273 3.230
H 4.321 -1.992 2.354
H 1.908 -2.584 1.991
H -0.321 -1.853 1.696
H -1.179 -2.146 3.838
H -0.559 -0.581 4.422
H -3.206 -1.142 3.209
H -2.675 0.295 4.119
H -2.929 -0.005 1.226
H -2.453 1.438 2.123
H -0.769 0.109 0.552
H 0.734 1.348 3.240
H 3.121 1.946 3.711
C 2.320 -1.356 -3.338
C 1.603 -2.302 -2.372
C 1.488 -3.684 -3.027
C 2.384 -2.432 -1.070
C 0.208 -1.747 -2.099
N -0.880 -2.403 -2.572
C -2.046 -1.673 -2.360
C -1.670 -0.476 -1.724
C -2.658 0.394 -1.262
C -4.003 0.046 -1.432
C -4.359 -1.169 -2.042
C -3.373 -2.055 -2.508
C -0.235 -0.541 -1.486
C 0.360 0.327 -0.493
C 0.359 1.785 -0.645
C -0.400 2.473 -1.623
C -0.757 3.805 -1.413
C -0.298 4.497 -0.286
C -0.835 5.856 0.036
C 0.669 3.890 0.529
C 1.049 2.575 0.303
H 2.414 -0.348 -2.918
H 3.326 -1.737 -3.562
H 1.768 -1.285 -4.284
H 0.967 -4.400 -2.379
H 0.991 -3.636 -4.003
H 2.496 -4.081 -3.203
H 1.805 -2.998 -0.328
H 3.325 -2.974 -1.247
H 2.636 -1.455 -0.645
H -0.880 -3.309 -3.026
H -2.374 1.333 -0.787
H -4.774 0.732 -1.078
H -5.414 -1.420 -2.143
H -3.618 -3.012 -2.967
H 1.192 -0.082 0.083
H -0.753 1.945 -2.511
H -1.436 4.306 -2.109
H -0.378 6.241 0.952
H -0.642 6.572 -0.772
H -1.922 5.824 0.186
H 1.098 4.455 1.360
H 1.843 2.116 0.894
```

Computed properties:
E_tot: -34651.138 eV
total charge: +1
orbital gap: 6.161 eV